[1]
A cluster of 2 separate species, C11H6ClF4O6 in total, computed with ωB97M-V/def2-TZVPD.

E_LUMO (eV): 1.618
Charge: -1
Calculated total energy (Ha): -1733.94213

Cartesian coordinates (Å):
O1 2.899 -1.928 0.818
C1 1.894 -1.273 0.890
C2 1.900 0.197 1.127
C3 0.900 0.955 0.689
C4 0.938 2.458 0.932
C5 -0.274 3.283 0.550
O2 -0.654 3.601 -0.508
Cl1 -1.153 3.880 2.027
C6 -0.210 0.269 -0.054
O3 -0.832 0.795 -0.937
C7 -0.488 -1.147 0.390
C8 -1.870 -1.754 0.397
F1 -2.077 -2.299 1.648
F2 -1.967 -2.793 -0.474
C9 -3.118 -0.881 0.176
F3 -3.017 0.231 0.953
F4 -3.267 -0.507 -1.101
C10 0.533 -1.887 0.809
H1 2.769 0.608 1.636
H2 1.110 2.594 2.001
H3 1.784 2.904 0.392
H4 -3.999 -1.450 0.486
H5 0.422 -2.923 1.117
C11 1.904 -0.868 -2.736
O4 2.094 -0.345 -1.605
O5 0.819 -0.306 -3.456
O6 2.497 -1.776 -3.307
H6 0.461 0.360 -2.859

---

[2]
A cluster of 27 separate species, C11H76NO26 in total, computed with ωB97M-V/def2-TZVPD.

E_LUMO (eV): -2.668
Charge: +1
Relative energy (zero: lowest compared OMol25 entry of this formula, charge and spin) (kcal/mol): 65.07
Calculated total energy (Ha): -2475.06796

Cartesian coordinates (Å):
C1 41.633 13.999 19.740
C2 40.804 12.846 18.975
C3 40.875 13.168 17.481
C4 40.222 14.589 17.164
N1 40.038 14.907 15.753
C5 41.357 15.057 15.181
C6 41.166 15.975 14.004
C7 39.870 16.721 14.269
C8 39.330 16.205 15.570
C9 39.225 13.865 15.019
C10 37.910 13.363 15.754
C11 37.020 12.671 14.715
H1 41.323 15.042 19.744
H2 42.589 13.866 19.310
H3 41.379 13.726 20.678
H4 39.928 12.864 19.453
H5 41.308 11.779 19.084
H6 40.369 12.219 16.967
H7 41.982 12.987 17.134
H8 40.741 15.247 17.745
H9 39.134 14.675 17.835
H10 41.899 14.216 14.869
H11 42.052 15.566 15.839
H12 41.141 15.424 12.997
H13 42.050 16.608 13.730
H14 39.146 16.812 13.505
H15 40.257 17.815 14.466
H16 38.106 16.279 15.472
H17 39.530 16.875 16.420
H18 39.826 12.982 14.949
H19 39.115 14.367 14.039
H20 37.331 14.279 16.062
H21 37.976 12.632 16.464
H22 36.138 12.154 15.165
H23 37.478 12.006 13.942
H24 36.354 13.380 14.169
O1 40.574 17.883 18.699
H25 40.876 18.103 19.637
H26 41.195 18.538 18.310
O2 38.356 14.471 21.181
H27 39.124 14.448 21.572
H28 37.863 14.722 21.792
O3 34.621 15.170 12.771
H29 34.278 15.835 12.067
H30 34.837 15.848 13.469
O4 43.011 19.778 13.717
H31 43.512 20.543 13.754
H32 42.637 19.623 14.674
O5 44.952 16.659 12.968
H33 44.611 15.646 12.928
H34 44.143 16.908 12.562
O6 44.900 13.580 18.369
H35 45.530 14.203 18.447
H36 44.955 13.413 19.450
O7 37.698 17.224 18.549
H37 37.968 18.207 18.692
H38 38.484 16.978 18.789
O8 35.337 11.914 17.658
H39 35.295 11.000 17.755
H40 35.840 12.188 18.445
O9 43.113 17.319 10.948
H41 43.520 18.125 10.744
H42 42.190 17.532 11.009
O10 35.655 13.494 10.512
H43 35.257 14.146 9.985
H44 35.653 13.863 11.420
O11 40.427 17.623 11.079
H45 39.518 17.317 11.159
H46 40.574 18.533 11.080
O12 38.426 20.124 13.396
H47 38.054 20.866 12.911
H48 39.057 19.867 12.696
O13 40.186 9.719 17.312
H49 40.862 9.335 18.037
H50 40.709 10.224 16.611
O14 33.316 13.612 16.515
H51 33.245 13.572 15.553
H52 33.984 13.077 16.950
O15 39.485 19.691 16.113
H53 40.329 19.829 16.289
H54 39.254 19.817 15.113
O16 41.978 11.032 15.535
H55 42.913 10.869 15.800
H56 42.124 10.833 14.654
O17 38.315 11.447 21.012
H57 38.295 10.958 20.153
H58 38.261 12.254 21.266
O18 43.941 16.262 17.702
H59 44.725 16.075 17.026
H60 43.835 15.461 17.987
O19 37.201 9.290 15.813
H61 37.918 9.596 15.218
H62 37.535 8.617 16.259
O20 43.706 15.533 22.287
H63 42.774 15.383 22.088
H64 43.681 16.279 23.056
O21 39.249 9.681 13.687
H65 39.774 10.486 13.409
H66 39.161 9.428 12.771
O22 44.493 11.608 16.650
H67 44.438 10.736 16.776
H68 44.624 12.162 17.339
O23 37.770 10.508 18.639
H69 37.234 10.781 17.917
H70 38.583 10.185 18.326
O24 40.534 14.884 23.059
H71 40.769 15.440 23.828
H72 40.744 14.063 23.193
O25 33.368 13.002 13.716
H73 32.456 13.137 13.298
H74 33.847 13.632 13.240
O26 36.888 10.907 11.028
H75 36.365 11.657 10.707
H76 36.381 10.406 11.695

---

[3]
A structure of composition C11H7InN2O6, computed with ωB97M-V/def2-TZVPD.

E_LUMO (spin up / spin down) (eV): -9.628 / -9.627
Charge: +2
Relative energy (zero: lowest compared OMol25 entry of this formula, charge and spin) (kcal/mol): 54.07
Calculated total energy (Ha): -1173.69414

Cartesian coordinates (Å):
O1 6.744 -1.882 2.115
C1 5.778 -1.584 1.575
In1 1.997 -0.530 -0.097
O2 0.734 -2.092 2.757
C2 1.512 -1.733 1.978
C3 2.472 0.747 -1.811
O3 2.151 1.479 -2.690
C4 2.488 -2.728 -1.275
O4 2.201 -3.702 -1.825
C5 2.178 1.488 1.384
O5 1.754 2.388 1.991
H1 3.587 0.398 -1.556
N1 -4.150 1.786 1.052
C6 -2.826 1.535 1.265
O6 -2.190 1.950 2.227
C7 -2.193 0.690 0.224
C8 -2.775 0.239 -0.978
C9 -2.006 -0.469 -1.898
C10 -0.650 -0.667 -1.636
N2 -0.114 -0.255 -0.455
C11 -0.849 0.432 0.449
H2 -4.617 2.218 1.832
H3 -4.697 1.185 0.439
H4 -3.816 0.405 -1.230
H5 -2.396 -0.880 -2.849
H6 0.027 -1.169 -2.345
H7 -0.344 0.751 1.357

---

[4]
A structure of composition C11H8AlN2O3S, computed with ωB97M-V/def2-TZVPD.

E_LUMO (eV): -4.708
Charge: +1
Relative energy (zero: lowest compared OMol25 entry of this formula, charge and spin) (kcal/mol): 0.00
Calculated total energy (Ha): -1399.78325

Cartesian coordinates (Å):
Al1 1.087 1.953 0.577
O1 0.303 0.575 3.972
C1 0.467 0.819 2.817
O2 1.083 1.893 2.322
C2 -0.065 -0.104 1.730
C3 -0.687 -1.309 2.040
C4 -1.137 -2.084 1.002
C5 -0.973 -1.661 -0.333
C6 -1.425 -2.432 -1.431
C7 -1.244 -1.984 -2.707
C8 -0.602 -0.750 -2.941
C9 -0.152 0.022 -1.904
C10 -0.332 -0.423 -0.582
N1 0.105 0.332 0.477
H1 -0.784 -1.587 3.079
H2 -1.623 -3.032 1.193
H3 -1.912 -3.378 -1.236
H4 -1.586 -2.572 -3.547
H5 -0.457 -0.413 -3.958
H6 0.362 0.954 -2.105
O3 -0.107 3.436 0.462
H7 -0.370 3.993 -0.284
H8 -0.343 3.867 1.299
S1 2.737 2.331 -0.820
C11 3.571 1.174 0.107
N2 4.082 0.382 0.770

---

[5]
A structure of composition C11H8ClIMnNOS, computed with ωB97M-V/def2-TZVPD.

E_LUMO (spin up / spin down) (eV): 2.510 / 2.514
Charge: -1
<S²>: 1.05
2S+1: 2
Calculated total energy (Ha): -2861.00188

Cartesian coordinates (Å):
Mn1 -1.831 0.748 1.176
I1 -2.678 -1.322 -0.319
C1 -0.714 -1.580 -1.012
C2 -0.480 -2.571 -1.919
C3 0.838 -2.748 -2.404
C4 1.837 -1.934 -1.963
C5 1.593 -0.903 -1.020
C6 2.638 -0.062 -0.577
C7 2.371 0.926 0.329
C8 1.067 1.116 0.829
C9 -0.014 0.339 0.451
C10 0.279 -0.694 -0.504
H1 -1.282 -3.210 -2.263
H2 1.041 -3.531 -3.125
H3 2.849 -2.064 -2.333
H4 3.639 -0.214 -0.966
H5 3.175 1.570 0.670
H6 0.906 1.906 1.554
Cl1 -4.155 1.837 1.129
C11 -2.635 2.230 0.143
H7 -2.362 3.250 0.412
H8 -2.923 2.186 -0.907
O1 -0.924 1.342 5.483
S1 -0.889 2.025 4.181
N1 -1.347 1.357 2.957

---

[6]
A structure of composition C11H8ClKN, computed with ωB97M-V/def2-TZVPD.

E_LUMO (eV): 2.678
Charge: -1
Calculated total energy (Ha): -1538.93226

Cartesian coordinates (Å):
K1 3.076 0.054 1.400
C1 -0.148 -3.488 -0.060
C2 -1.295 -2.842 -0.502
C3 -1.340 -1.464 -0.495
C4 -0.234 -0.714 -0.058
N1 0.859 -1.356 0.386
C5 0.890 -2.686 0.380
C6 -0.236 0.773 -0.060
C7 -1.203 1.436 -0.834
C8 -1.284 2.816 -0.832
C9 -0.388 3.543 -0.055
C10 0.582 2.868 0.678
C11 0.725 1.465 0.718
H1 -0.066 -4.566 -0.049
H2 -2.153 -3.410 -0.843
H3 -2.248 -0.967 -0.808
H4 1.806 -3.134 0.757
H5 -1.894 0.892 -1.473
H6 -2.026 3.323 -1.438
H7 -0.442 4.628 -0.036
H8 1.281 3.470 1.259
Cl1 5.739 -0.641 1.967

---

The highest charge belongs to which entry?
C11H7InN2O6

---

Please write out number 6 again, unchanged.
A structure of composition C11H8ClKN, computed with ωB97M-V/def2-TZVPD.

E_LUMO (eV): 2.678
Charge: -1
Calculated total energy (Ha): -1538.93226

Cartesian coordinates (Å):
K1 3.076 0.054 1.400
C1 -0.148 -3.488 -0.060
C2 -1.295 -2.842 -0.502
C3 -1.340 -1.464 -0.495
C4 -0.234 -0.714 -0.058
N1 0.859 -1.356 0.386
C5 0.890 -2.686 0.380
C6 -0.236 0.773 -0.060
C7 -1.203 1.436 -0.834
C8 -1.284 2.816 -0.832
C9 -0.388 3.543 -0.055
C10 0.582 2.868 0.678
C11 0.725 1.465 0.718
H1 -0.066 -4.566 -0.049
H2 -2.153 -3.410 -0.843
H3 -2.248 -0.967 -0.808
H4 1.806 -3.134 0.757
H5 -1.894 0.892 -1.473
H6 -2.026 3.323 -1.438
H7 -0.442 4.628 -0.036
H8 1.281 3.470 1.259
Cl1 5.739 -0.641 1.967